[1]
Below is C24H12ClF9N3O6S4Sn as an isolated structure, with properties calculated with ωB97M-V with the def2-TZVPD basis set.

Calculated values
Energy above the lowest of the compared OMol25 structures with the same formula, charge and spin (kcal per mole): 15.4
Lowest unoccupied orbital energy (Ha): 0.0397
Net charge: -1
DFT total energy (eV): -127995.81013

Positions of all 60 atoms, in Å:
Sn -1.20 0.96 -1.94
S -3.67 -1.47 4.88
C -5.29 -1.97 4.65
C -5.71 -1.73 3.38
C -4.72 -1.12 2.58
C -3.54 -0.90 3.25
C -2.31 -0.31 2.73
C -2.31 0.33 1.46
N -1.23 0.80 0.90
C -0.06 0.71 1.54
C 0.05 0.17 2.83
C 1.32 0.16 3.48
C 2.42 0.65 2.86
C 2.35 1.16 1.53
C 3.47 1.63 0.84
C 3.36 2.07 -0.47
C 2.07 2.02 -1.05
N 1.01 1.59 -0.43
C 1.11 1.17 0.85
C 4.51 2.55 -1.23
C 4.56 2.92 -2.54
C 5.86 3.31 -2.96
C 6.78 3.23 -1.97
S 6.08 2.68 -0.50
C -1.12 -0.35 3.41
H -5.83 -2.42 5.46
H -6.70 -1.97 3.02
H -4.86 -0.88 1.54
H -3.23 0.46 0.91
H 1.39 -0.26 4.48
H 3.39 0.64 3.35
H 4.43 1.63 1.34
H 1.91 2.34 -2.08
H 3.70 2.91 -3.20
H 6.09 3.64 -3.97
H 7.83 3.46 -2.00
H -1.06 -0.81 4.39
F -0.15 4.35 -1.83
C -1.31 4.83 -2.34
F -1.29 6.16 -2.16
F -1.28 4.61 -3.66
C -2.55 4.14 -1.66
O -3.32 4.86 -1.06
O -2.56 2.88 -1.83
Cl 0.05 1.52 -3.90
F 1.33 -3.75 -0.67
C 0.54 -2.75 -0.32
F 0.10 -2.93 0.92
F 1.29 -1.63 -0.30
S -0.83 -2.45 -1.58
O -0.20 -1.47 -2.45
O -1.94 -1.97 -0.79
N -1.11 -3.74 -2.41
S -1.67 -5.05 -1.71
O -3.00 -5.40 -2.09
O -1.32 -5.14 -0.32
C -0.60 -6.28 -2.61
F 0.69 -5.99 -2.46
F -0.81 -7.52 -2.17
F -0.89 -6.25 -3.92

Listed below, in e, are the natural (NBO) charges computed for each atom:
1. Sn 1.41
2. S 0.43
3. C -0.41
4. C -0.25
5. C -0.21
6. C -0.22
7. C -0.10
8. C 0.12
9. N -0.42
10. C 0.14
11. C -0.10
12. C -0.17
13. C -0.18
14. C -0.11
15. C -0.12
16. C -0.10
17. C 0.10
18. N -0.46
19. C 0.25
20. C -0.21
21. C -0.22
22. C -0.25
23. C -0.41
24. S 0.42
25. C -0.08
26. H 0.23
27. H 0.23
28. H 0.23
29. H 0.21
30. H 0.21
31. H 0.21
32. H 0.21
33. H 0.23
34. H 0.24
35. H 0.23
36. H 0.23
37. H 0.21
38. F -0.34
39. C 0.87
40. F -0.33
41. F -0.32
42. C 0.70
43. O -0.63
44. O -0.84
45. Cl -0.68
46. F -0.31
47. C 0.73
48. F -0.31
49. F -0.33
50. S 2.25
51. O -0.96
52. O -0.94
53. N -1.20
54. S 2.25
55. O -0.92
56. O -0.95
57. C 0.72
58. F -0.32
59. F -0.32
60. F -0.32

[2]
Below is C24H13AsCl5Tl as an isolated structure, with properties calculated with ωB97M-V with the def2-TZVPD basis set.

Calculated values
Energy above the lowest of the compared OMol25 structures with the same formula, charge and spin (kcal per mole): 43.0
Lowest unoccupied orbital energy (Ha): -0.0240
DFT total energy (eV): -153229.94329

Positions of all 44 atoms, in Å:
Tl 1.86 0.77 -0.72
Cl 0.01 1.61 2.29
C 1.26 1.37 3.41
C 2.54 0.67 3.12
C 2.65 0.21 1.87
Cl 4.39 -0.75 1.55
C 3.26 0.70 4.40
Cl 4.83 0.08 4.75
C 2.50 1.31 5.32
Cl 2.89 1.59 6.95
C 1.25 1.73 4.70
Cl -0.01 2.52 5.54
C 2.75 -5.50 2.65
C 2.14 -6.21 1.62
C 1.55 -5.53 0.56
C 1.57 -4.14 0.53
C 2.18 -3.44 1.56
C 2.76 -4.11 2.62
As 0.73 -3.23 -0.99
C 2.36 -2.42 -1.72
C 2.88 -3.31 -2.66
C 4.13 -3.08 -3.21
C 4.84 -1.95 -2.83
C 4.27 -1.05 -1.93
C 3.02 -1.25 -1.33
C 0.21 -1.22 -0.01
C 0.10 -2.39 4.07
C -0.80 -2.74 3.26
C -1.74 -3.16 2.27
C -1.63 -2.89 0.96
C -0.56 -2.11 0.41
H 3.20 -6.03 3.48
H 2.12 -7.29 1.64
H 1.06 -6.09 -0.23
H 2.18 -2.35 1.53
H 3.22 -3.55 3.43
H 2.32 -4.19 -2.97
H 4.54 -3.78 -3.94
H 5.81 -1.75 -3.25
H 4.83 -0.15 -1.70
H 5.02 -0.59 2.68
H -0.90 -3.07 4.48
H -2.58 -3.74 2.62
H -2.37 -3.29 0.28

Listed below, in e, are the natural (NBO) charges computed for each atom:
1. Tl 0.61
2. Cl 0.10
3. C -0.02
4. C -0.36
5. C 0.00
6. Cl 0.14
7. C -0.09
8. Cl 0.05
9. C -0.06
10. Cl 0.08
11. C -0.12
12. Cl 0.07
13. C -0.21
14. C -0.23
15. C -0.16
16. C -0.38
17. C -0.22
18. C -0.20
19. As 1.00
20. C -0.36
21. C -0.24
22. C -0.23
23. C -0.23
24. C -0.19
25. C -0.48
26. C -0.15
27. C -0.09
28. C -0.27
29. C -0.20
30. C -0.22
31. C -0.33
32. H 0.21
33. H 0.21
34. H 0.21
35. H 0.22
36. H 0.21
37. H 0.21
38. H 0.21
39. H 0.21
40. H 0.18
41. H 0.28
42. H 0.34
43. H 0.24
44. H 0.24

Number 1: HOMO-LUMO gap 7.4 eV, HOMO level -0.232 hartree. Number 2: HOMO-LUMO gap 6.4 eV, HOMO level -0.259 hartree.